# 1
27
Properties=species:S:1:pos:R:3:forces:R:3:nbo_charge:R:1 method="wB97M-V/def2-TZVPD" homo_lumo_gap_ev=9.583 homo_energy_ev=-8.78 smiles="Cc1ccccc1.CCC(N)=O"
C -0.86495 1.37116 -2.39760 -1.6 -0.2 0.7 -0.6447
C -0.48337 -0.06711 -2.22570 1.8 0.4 0.0 0.0212
C 0.69128 -0.35911 -1.53623 -1.3 -2.6 1.1 -0.2232
C 0.87478 -1.71364 -1.18407 0.4 -0.1 1.1 -0.1884
C 0.09940 -2.79322 -1.60782 0.4 1.3 -2.2 -0.2461
C -0.85943 -2.47548 -2.57627 0.3 -0.2 0.5 -0.1822
C -1.17545 -1.13988 -2.76667 -1.1 0.2 -0.3 -0.2384
H -1.92454 1.39769 -2.08839 -0.1 0.3 -0.9 0.2258
H -0.66738 1.77687 -3.38728 -0.3 -0.1 -0.1 0.2202
H -0.48954 2.05281 -1.64538 0.9 -0.2 0.1 0.2253
H 1.24487 0.31480 -0.92041 0.3 0.9 -0.4 0.2057
H 1.59692 -1.94540 -0.40393 0.3 0.1 -0.3 0.1955
H 0.41959 -3.81068 -1.51649 0.0 -0.4 0.7 0.2131
H -1.34629 -3.24999 -3.17474 -0.1 0.3 0.5 0.2101
H -2.10784 -0.94442 -3.27289 0.0 0.2 -0.5 0.2049
C 0.58375 -0.40957 3.36211 -1.5 -1.0 -1.0 -0.6058
C 0.98359 0.57846 2.29007 1.6 0.8 -1.2 -0.4982
C -0.14578 1.49661 1.80841 0.6 0.3 0.4 0.6901
N -0.09983 2.73132 2.43148 0.2 1.0 0.5 -0.8602
O -0.95575 1.18116 0.97579 -0.5 -0.3 0.2 -0.5789
H 1.34592 -0.99907 3.83066 1.0 0.2 0.0 0.2178
H -0.06022 -1.19040 2.90160 -0.2 0.6 0.5 0.2192
H 0.07474 0.15109 4.14708 -0.2 -0.3 0.0 0.2145
H 1.80302 1.15337 2.72236 -0.2 0.6 0.1 0.2007
H 1.47493 0.25755 1.33757 -0.7 -0.8 0.8 0.2214
H -0.81188 3.44901 2.40692 -0.4 -0.6 -0.7 0.3949
H 0.79948 3.18607 2.48982 0.2 -0.5 0.4 0.3857

# 2
27
Properties=species:S:1:pos:R:3:forces:R:3:nbo_charge:R:1 method="wB97M-V/def2-TZVPD" homo_lumo_gap_ev=9.844 homo_energy_ev=-9.03 smiles="Cc1ccccc1.CCC(N)=O"
C -0.97990 -2.14953 -0.20296 -2.4 0.1 1.1 -0.6990
C 0.27797 -1.54084 -0.70944 0.4 0.2 -0.2 0.0014
C 0.41454 -1.16523 -2.02641 -0.5 1.0 -0.7 -0.2154
C 1.47672 -0.38692 -2.49222 -0.1 -0.3 -0.6 -0.2075
C 2.44685 0.07244 -1.62469 0.8 -1.3 -0.5 -0.2483
C 2.36919 -0.36111 -0.29955 -0.3 0.9 -0.2 -0.2026
C 1.33029 -1.15260 0.13881 -0.5 -0.1 -0.1 -0.2217
H -1.89518 -2.15319 -0.80450 0.7 0.4 -1.4 0.2377
H -1.47931 -1.44116 0.52752 1.2 -1.4 0.1 0.2676
H -1.03660 -3.21346 0.06061 0.9 0.3 0.7 0.2236
H -0.41641 -1.29060 -2.70881 0.0 -0.5 0.0 0.2111
H 1.53329 -0.21360 -3.57335 0.0 0.2 0.5 0.2113
H 3.40456 0.42974 -2.02645 -0.7 0.6 0.3 0.2167
H 3.02416 0.11510 0.40647 0.5 -0.4 0.4 0.2062
H 1.29357 -1.42040 1.17476 -0.1 -0.1 0.5 0.2069
C -0.45608 0.53702 2.80027 1.0 -0.6 -0.9 -0.6329
C -1.44321 1.56522 2.24644 1.1 -0.2 -0.7 -0.5021
C -1.46606 1.26830 0.71031 -2.5 0.4 0.3 0.6958
N -0.84833 2.21873 -0.04164 1.5 0.5 0.0 -0.8126
O -2.11983 0.38970 0.16816 0.4 0.3 0.7 -0.6226
H 0.49540 0.40394 2.28848 0.2 1.0 -0.8 0.2111
H -0.82338 -0.46700 2.52008 -0.5 0.2 1.3 0.2294
H -0.07282 0.73713 3.78977 -0.8 -0.4 0.7 0.2223
H -2.32398 1.49372 2.88812 -0.6 -0.4 -1.0 0.2371
H -1.18114 2.62130 2.33726 0.6 -0.1 0.2 0.2043
H -0.58265 1.96695 -0.98552 -0.4 -0.3 0.0 0.4017
H -0.08585 2.71848 0.40015 -0.3 0.1 0.1 0.3805

# 3
28
Properties=species:S:1:pos:R:3:forces:R:3:nbo_charge:R:1 method="wB97M-V/def2-TZVPD" homo_lumo_gap_ev=9.087 homo_energy_ev=-8.52 smiles="Cc1ccc(O)cc1.CCC(N)=O"
C -1.68071 -0.37944 -3.27436 0.4 -0.7 -0.4 -0.6253
C -0.49803 0.09816 -2.46740 0.1 -0.5 0.4 -0.0595
C -0.06391 1.39651 -2.31464 -1.3 2.1 -0.4 -0.1915
C 0.83945 1.87827 -1.37440 0.0 -2.2 2.3 -0.2916
C 1.28955 0.90838 -0.43047 0.9 0.7 -2.6 0.3019
O 2.19705 1.15088 0.56012 0.2 -0.2 0.2 -0.6926
C 1.10781 -0.44183 -0.77158 0.8 0.7 0.7 -0.2730
C 0.22786 -0.83642 -1.73864 0.0 -0.6 -0.2 -0.1606
H -2.15849 0.38566 -3.87270 0.1 0.2 -0.3 0.2187
H -2.47084 -0.83465 -2.67776 0.0 0.3 0.5 0.2147
H -1.37930 -1.24564 -3.89340 0.0 0.6 -0.2 0.2208
H -0.57262 2.21328 -2.82612 -0.1 -0.3 -0.5 0.2045
H 1.05733 2.91720 -1.18536 -0.1 0.2 -0.4 0.2119
H 2.38522 2.07327 0.73825 -0.3 0.3 -0.3 0.4895
H 1.75028 -1.12513 -0.24096 -0.2 -0.4 0.1 0.2274
H 0.08788 -1.90129 -1.91934 0.0 0.2 0.1 0.2140
C 0.76741 -0.54102 3.75024 -1.1 -2.1 0.5 -0.6090
C 0.31488 -0.19961 2.33013 1.5 1.5 0.9 -0.5332
C -0.73988 -1.03235 1.71509 -1.1 -0.2 -2.6 0.6838
N -1.51947 -0.44140 0.68953 0.2 0.2 1.3 -0.8438
O -0.82553 -2.23024 1.85137 0.0 -0.4 0.8 -0.6065
H -0.11237 -0.60038 4.39998 0.1 1.0 0.3 0.2089
H 1.56565 0.07792 4.13919 -0.2 0.4 0.0 0.2131
H 1.06203 -1.59575 3.92199 0.4 0.4 -0.9 0.2233
H 0.07004 0.86976 2.34239 -0.5 -0.1 -0.1 0.2046
H 1.21771 -0.15245 1.70312 -0.6 -0.7 0.1 0.2725
H -2.26318 -0.95903 0.24886 0.3 -0.5 0.3 0.3940
H -1.65582 0.54735 0.59688 0.4 0.3 0.2 0.3829

# 4
32
Properties=species:S:1:pos:R:3:forces:R:3:nbo_charge:R:1 method="wB97M-V/def2-TZVPD" homo_lumo_gap_ev="9.385 / 4.441" homo_energy_ev="-9.64 / -6.80"
C -2.86471 -1.51297 -1.78628 0.2 -0.1 -0.1 -0.6137
C -3.01367 -0.73646 -0.49966 0.7 0.8 0.5 -0.3824
C -1.62263 -0.21659 0.08558 -1.1 -0.6 -0.7 0.1687
C -0.66035 -1.33566 0.42843 0.3 0.3 0.3 -0.1963
C 0.63927 -1.19907 0.74468 -1.1 0.0 -1.4 -0.0625
C 1.52225 -0.03827 0.32023 0.4 0.2 0.1 0.3659
C -0.40375 1.69312 0.47323 2.2 -0.4 -2.5 0.2983
C -0.97409 0.94123 -0.67112 0.1 -0.1 -0.1 -0.0026
O -1.97433 1.72403 -1.28055 -0.5 0.6 -1.1 -0.7183
O -1.06604 1.61306 1.56143 -2.8 -1.9 1.6 -0.2303
O -2.09596 0.38130 1.26685 1.3 1.7 1.2 -0.2432
C 0.50078 2.84873 0.31726 0.2 0.6 0.2 -0.6787
O 2.05012 0.07790 -0.78748 -0.9 -0.2 1.5 -0.5623
O 6.58451 0.34216 1.32021 -2.0 -0.2 -1.7 -0.2592
N 5.88328 0.38664 0.31902 3.4 1.1 -0.6 0.5061
O 6.20359 0.74355 -0.80738 -1.4 -0.9 2.3 -0.2456
C 1.34040 -2.30801 1.45549 0.4 -0.5 0.2 -0.6430
H -3.85357 -1.80002 -2.16143 0.2 0.0 0.0 0.2198
H -2.37114 -0.88959 -2.54384 -0.1 -0.2 0.1 0.2111
H -2.27070 -2.42040 -1.62273 -0.1 0.1 -0.2 0.2057
H -3.63680 0.15590 -0.64476 0.3 -0.3 0.0 0.2397
H -3.49516 -1.33044 0.28919 0.2 0.0 -0.2 0.2127
H -1.14994 -2.30447 0.59645 0.2 0.4 0.3 0.2056
H 1.81250 0.60542 1.18939 0.2 -0.1 -0.5 0.1244
H -0.21173 0.60354 -1.38802 -0.3 0.2 0.1 0.2172
H -1.58872 2.28540 -1.97626 -0.1 -0.4 0.5 0.4810
H 1.31032 2.66212 -0.41221 -0.5 0.0 0.3 0.2440
H -0.08878 3.73204 -0.00469 0.4 -0.2 0.1 0.2232
H 0.94435 3.08115 1.29562 0.0 0.1 -0.3 0.2321
H 2.35653 -2.00432 1.72352 -0.1 -0.2 0.0 0.2186
H 0.80251 -2.57358 2.37769 0.2 0.1 -0.3 0.2292
H 1.39168 -3.20743 0.82214 0.1 0.3 0.2 0.2349

# 5
28
Properties=species:S:1:pos:R:3:forces:R:3:nbo_charge:R:1 method="wB97M-V/def2-TZVPD" homo_lumo_gap_ev=8.641 homo_energy_ev=-7.99 smiles=C[C@H]1CN[Si@](C)(c2ccccc2)S1
C -3.25676 -2.32110 0.13871 1.6 0.4 -0.3 -0.6224
C -1.80607 -2.06916 0.66718 -2.0 -1.1 2.8 -0.3316
C -0.74240 -2.49194 -0.34127 0.5 0.7 0.8 -0.2427
N 0.44709 -1.66351 -0.32721 0.4 2.4 -0.6 -1.0760
Si 0.03306 0.05369 -0.53378 -1.6 -0.3 1.3 1.6945
C -1.03673 0.33325 -2.11092 2.0 -2.0 -1.4 -1.1380
C 1.12559 1.61245 -0.10466 -0.6 -1.1 0.1 -0.4779
C 0.75546 2.41757 0.97102 -1.1 1.1 -0.7 -0.1784
C 1.43096 3.63098 1.28460 0.4 -2.0 0.1 -0.2170
C 2.54785 3.91866 0.48813 -0.4 2.1 3.6 -0.1797
C 2.93002 3.09103 -0.50277 0.7 2.6 -0.6 -0.2443
C 2.21857 2.04514 -0.84290 -0.7 -4.5 -1.4 -0.1718
S -1.68767 -0.32829 1.20116 1.7 0.6 -1.7 -0.2608
H -3.45627 -3.37624 0.15769 0.2 -0.9 -1.2 0.2057
H -3.40850 -1.73515 -0.78245 -0.3 -0.7 0.1 0.2036
H -3.98903 -2.05685 0.84835 -0.7 1.2 1.0 0.2196
H -1.83707 -2.73863 1.61965 0.8 1.2 -1.3 0.2067
H -0.41862 -3.50345 -0.15853 -0.4 -0.5 -0.4 0.2191
H -1.29650 -2.29607 -1.23181 0.1 -0.8 -1.4 0.1779
H 1.38214 -2.03862 -0.30773 -0.4 -0.3 0.1 0.4138
H -0.55660 0.36780 -3.17353 -0.2 -0.6 1.9 0.2433
H -1.72729 -0.53762 -2.08557 0.1 0.9 -0.3 0.2330
H -1.50713 1.26373 -2.14364 -1.3 1.4 0.7 0.2455
H -0.25893 2.23441 1.31723 0.4 -0.1 1.0 0.2220
H 1.20986 4.08608 2.26598 0.0 0.3 -1.0 0.2266
H 3.16710 4.78639 0.80137 -0.5 -0.6 -0.6 0.2135
H 3.61007 3.45311 -1.20079 1.8 0.3 -0.8 0.2124
H 2.64657 1.43154 -1.65051 -0.6 0.2 0.1 0.2036

# 6
26
Properties=species:S:1:pos:R:3:forces:R:3:nbo_charge:R:1 method="wB97M-V/def2-TZVPD" homo_lumo_gap_ev="2.425 / 6.716" homo_energy_ev="0.96 / -3.37" total_charge=-1 s_squared=0.759 multiplicity=2
C 1.54397 -2.04867 3.06834 0.2 0.0 0.2 -0.6221
C -0.63539 -1.15602 0.06828 -0.5 0.1 -0.2 -0.4295
C 0.49677 -1.37179 0.90009 0.0 0.4 -0.3 -0.2517
C -1.89654 -1.65403 0.51076 0.0 0.1 0.1 -0.2889
C 0.37250 -1.93800 2.13454 0.0 -0.3 0.2 -0.0811
C -2.03512 -2.21293 1.75369 0.0 -0.3 0.1 -0.2491
C -0.91692 -2.33182 2.61980 0.3 0.2 0.2 -0.4515
H -0.62997 -0.55254 -0.83359 0.4 -0.1 0.0 0.1700
H 1.47430 -1.02040 0.57697 0.0 0.0 0.0 0.1690
H -2.77087 -1.53079 -0.11869 -0.1 0.0 -0.1 0.1721
H -3.00699 -2.57965 2.08165 0.0 0.1 0.0 0.1722
H 2.47884 -1.70013 2.62410 -0.1 0.2 -0.1 0.1893
H 1.75820 -3.07505 3.39232 -0.3 0.0 0.1 0.1841
H -0.96891 -2.74120 3.62251 -0.2 -0.1 0.0 0.1710
H 1.34475 -1.45429 3.97873 0.1 -0.2 -0.1 0.1801
C 0.32917 1.88896 -2.36136 -0.2 0.1 0.5 -0.4102
C 0.95697 2.66678 -3.52489 0.1 -0.1 0.0 -0.6124
C -0.33900 2.79120 -1.31386 -0.4 -0.6 -0.4 -0.6240
H -0.41282 1.16481 -2.69047 0.0 0.0 -0.3 0.2021
H 1.06455 1.29418 -1.81885 0.2 -0.1 -0.2 0.2106
H 2.04105 2.72095 -3.41823 0.0 0.1 0.0 0.1996
H -0.89990 3.58529 -1.81641 0.3 0.3 0.2 0.1807
H -1.08666 2.21447 -0.76838 0.2 -0.1 0.2 0.2250
H 0.39831 3.14343 -0.59815 -0.1 0.5 0.0 0.1996
H 0.75723 2.19990 -4.49111 0.0 0.0 0.0 0.2014
H 0.58250 3.69734 -3.57781 0.0 -0.2 0.0 0.1938

Looking at energy above the lowest of the compared OMol25 structures with the same formula, charge and spin for the records above, in order, we have 29.8; 33.3; 27.1; 243.7; 51.5; 5.7 kcal per mole.